No. 1
{"formula": "C23H43N2O12PS", "method": "ωB97M-V/def2-TZVPD", "species": ["C", "C", "C", "C", "C", "C", "C", "O", "N", "O", "O", "S", "O", "O", "O", "C", "O", "C", "C", "N", "C", "C", "C", "O", "P", "C", "C", "H", "H", "H", "H", "H", "H", "H", "H", "H", "H", "H", "H", "H", "H", "H", "H", "H", "H", "H", "H", "H", "H", "H", "H", "H", "H", "H", "H", "H", "H", "H", "O", "C", "O", "C", "C", "C", "H", "H", "H", "H", "H", "H", "O", "C", "O", "C", "C", "C", "H", "H", "H", "H", "H", "H"], "coordinates": [[1.6887, -4.5603, -1.2053], [2.6031, -3.7700, -2.1587], [1.9997, -3.4233, -3.5377], [1.9468, -1.9307, -3.9106], [0.5825, -1.2204, -3.7627], [0.4168, -0.0787, -2.7408], [1.6686, 0.4921, -2.1095], [2.2099, -0.5240, -1.2558], [3.4754, -0.1445, -0.8164], [3.9092, -0.9333, -0.0703], [-0.1460, 1.0998, -3.4454], [-1.7059, 0.9408, -3.6051], [-2.3229, 2.1256, -3.1466], [-2.0426, 0.4032, -4.8685], [-1.8892, -0.2404, -2.5349], [-0.7128, -0.3247, -1.6939], [-0.6491, 0.7509, -0.8362], [-1.7349, 0.9561, 0.0615], [-1.2961, 1.9977, 1.0594], [-0.1721, 1.5365, 1.8607], [0.6576, 2.5768, 2.4549], [2.1340, 2.2561, 2.3129], [2.9985, 3.1787, 3.1519], [2.4571, 2.4030, 0.9258], [-0.6311, -2.0616, -0.9538], [-2.4224, -2.3723, -0.6257], [0.0524, -1.6906, 0.7052], [0.6664, -4.5981, -1.5802], [1.6351, -4.1177, -0.2124], [2.0347, -5.5865, -1.0825], [2.9348, -2.8518, -1.6728], [3.4943, -4.3733, -2.3348], [1.0030, -3.8626, -3.6282], [2.6043, -3.9074, -4.3063], [2.2127, -1.8516, -4.9651], [2.7380, -1.4023, -3.3780], [0.3237, -0.7792, -4.7210], [-0.1814, -1.9692, -3.5597], [1.3880, 1.3507, -1.5048], [2.3801, 0.7968, -2.8770], [-2.6018, 1.3303, -0.4884], [-2.0218, 0.0155, 0.5471], [-0.9859, 2.8876, 0.5124], [-2.1742, 2.2792, 1.6566], [-0.5218, 0.9231, 2.5876], [0.4635, 3.5199, 1.9442], [0.4277, 2.7395, 3.5144], [2.2926, 1.2118, 2.6060], [2.8728, 4.2079, 2.8136], [4.0533, 2.9233, 3.0528], [2.7302, 3.1209, 4.2079], [3.2339, 1.8660, 0.7242], [-2.6884, -3.3384, -1.0456], [-3.0618, -1.6013, -1.0486], [-2.6008, -2.4095, 0.4472], [-0.6363, -2.0498, 1.4694], [0.9872, -2.2372, 0.8041], [0.2280, -0.6252, 0.8597], [-0.8474, -4.9615, 1.5006], [-1.8829, -5.2144, 2.0414], [-3.0515, -4.6499, 1.6453], [-4.1218, -5.0304, 2.5260], [-3.6569, -6.3310, 3.1758], [-2.1450, -6.1316, 3.2207], [-4.2648, -4.2318, 3.2573], [-5.0244, -5.1311, 1.9289], [-4.1159, -6.5022, 4.1468], [-3.9015, -7.1739, 2.5285], [-1.8218, -5.6088, 4.1235], [-1.5591, -7.0412, 3.1219], [-1.1203, 5.3484, 1.8369], [-0.6931, 6.3143, 1.2747], [-1.5016, 7.2755, 0.7727], [-0.7313, 8.2573, 0.0579], [0.6822, 8.1466, 0.6223], [0.7536, 6.6664, 0.9823], [-0.7702, 8.0118, -1.0054], [-1.1991, 9.2255, 0.2160], [1.4425, 8.4743, -0.0829], [0.7679, 8.7533, 1.5247], [1.0817, 6.0467, 0.1444], [1.3753, 6.4343, 1.8431]], "forces_ev_per_angstrom": [[0.0, -0.1, -0.1], [-0.1, -0.1, 0.0], [0.1, 0.0, 0.0], [0.0, 0.1, -0.1], [0.1, -0.1, 0.2], [-0.2, 0.2, -0.2], [-0.1, 0.2, 0.0], [0.2, 0.1, 0.0], [-0.2, -0.1, 0.1], [0.0, 0.0, 0.0], [0.3, -0.3, 0.0], [0.1, -0.4, 0.3], [-0.3, 0.5, 0.1], [-0.1, -0.1, -0.5], [0.1, 0.1, 0.0], [0.4, 0.1, 0.0], [-0.1, 0.0, 0.1], [-0.1, -0.1, -0.1], [0.0, 0.1, 0.1], [-0.2, -0.1, 0.2], [0.0, 0.0, 0.0], [0.1, 0.0, -0.1], [0.0, 0.0, 0.0], [0.1, -0.1, -0.1], [-0.3, -0.2, -0.2], [0.0, 0.1, 0.2], [0.0, 0.1, 0.1], [0.0, 0.0, 0.0], [0.1, 0.0, 0.0], [0.0, 0.0, 0.0], [0.0, -0.1, 0.0], [0.1, 0.1, 0.1], [0.0, 0.1, 0.0], [0.0, -0.1, 0.0], [0.0, 0.0, 0.0], [0.0, 0.0, 0.0], [0.0, 0.0, -0.1], [0.0, 0.0, -0.1], [0.1, 0.1, 0.0], [0.1, -0.2, 0.0], [0.0, 0.0, -0.1], [0.1, 0.0, 0.0], [0.0, 0.0, 0.0], [0.0, 0.1, 0.0], [0.1, 0.0, -0.1], [0.0, 0.1, 0.0], [0.0, 0.0, 0.0], [0.0, 0.0, 0.1], [0.0, 0.0, 0.0], [0.0, 0.0, 0.0], [0.0, 0.0, 0.0], [-0.1, 0.2, 0.1], [-0.1, 0.0, 0.0], [0.0, -0.1, -0.1], [0.0, -0.1, 0.0], [0.0, -0.1, 0.0], [0.1, 0.1, 0.1], [0.1, -0.1, 0.0], [0.0, 0.0, 0.0], [0.0, 0.1, 0.0], [0.0, 0.0, 0.0], [0.0, -0.1, 0.0], [0.0, 0.0, 0.0], [-0.1, 0.0, -0.1], [0.0, 0.0, 0.0], [0.0, 0.0, 0.0], [0.0, 0.0, 0.0], [0.0, 0.0, 0.0], [0.0, 0.0, 0.0], [0.0, 0.0, 0.0], [0.0, 0.1, 0.0], [0.0, -0.1, -0.1], [0.0, 0.0, 0.0], [0.0, 0.0, 0.0], [0.0, 0.0, 0.0], [0.0, 0.1, 0.0], [0.0, 0.0, 0.0], [0.0, 0.0, 0.0], [0.0, 0.0, 0.0], [0.0, 0.0, 0.0], [0.0, 0.0, 0.0], [0.0, 0.0, 0.0]], "homo_ev": -8.22, "smiles": "CCCCC[C@@]1(CON=O)OS(=O)(=O)O[C@@]1(OCCNC[C@H](C)O)P(C)C.O=C1CCCO1.O=C1CCCO1", "charge": 0, "largest_force_ha_per_bohr": 0.0113, "molar_mass_g_mol": 602.6, "e_lumo_ev": 0.136}

---

No. 2
{"formula": "C23H43N2O28S7", "method": "ωB97M-V/def2-TZVPD", "species": ["C", "C", "C", "C", "C", "C", "C", "C", "C", "N", "N", "H", "H", "H", "H", "H", "H", "H", "H", "H", "H", "H", "H", "H", "H", "H", "C", "C", "O", "S", "O", "O", "O", "H", "H", "H", "H", "C", "C", "O", "S", "O", "O", "O", "H", "H", "H", "H", "C", "C", "O", "S", "O", "O", "O", "H", "H", "H", "H", "C", "C", "O", "S", "O", "O", "O", "H", "H", "H", "H", "C", "C", "O", "S", "O", "O", "O", "H", "H", "H", "H", "C", "C", "O", "S", "O", "O", "O", "H", "H", "H", "H", "C", "C", "O", "S", "O", "O", "O", "H", "H", "H", "H"], "coordinates": [[1.2478, -3.4936, 6.6151], [1.1719, -2.1268, 5.7554], [0.7170, -0.8679, 6.6621], [-0.5659, -0.0706, 6.0735], [-1.7926, -0.0898, 7.1167], [-3.0025, -1.0516, 6.6384], [-2.5787, -2.5200, 6.3914], [-3.8267, -3.3877, 5.9682], [-5.1040, -2.5358, 5.9267], [-5.2680, -1.1562, 6.1639], [-4.2306, -0.4035, 6.5171], [0.3869, -3.6059, 7.3608], [1.2442, -4.3583, 5.8609], [2.2143, -3.5410, 7.2251], [0.4344, -2.2040, 4.8768], [2.1996, -1.8782, 5.3078], [1.6224, -0.1597, 6.7541], [0.5181, -1.2467, 7.7307], [-0.2221, 1.0283, 5.9881], [-0.8507, -0.3927, 5.0193], [-1.4341, -0.3627, 8.1757], [-2.1601, 0.9999, 7.2031], [-1.5410, -2.9616, 6.5174], [-3.7610, -4.5064, 5.7638], [-6.0663, -3.1093, 5.6604], [-6.2023, -0.7098, 6.0936], [0.6233, -3.1152, 0.9823], [1.1088, -1.9815, 0.0950], [0.7978, -0.7883, 0.8182], [0.9076, -1.0841, 2.4066], [2.1957, -0.6458, 2.8592], [-0.3183, -0.6724, 3.0272], [0.9250, -2.7041, 2.3211], [-0.4601, -3.2431, 0.9021], [1.1175, -4.0595, 0.7522], [0.6234, -1.9784, -0.8803], [2.1906, -2.0220, -0.0390], [-3.7259, -1.4224, 2.1135], [-4.9862, -1.3167, 1.2678], [-4.6765, -0.3540, 0.2616], [-3.0965, -0.4510, -0.0953], [-2.9490, -1.2618, -1.2653], [-2.5245, 0.8554, 0.0191], [-2.6438, -1.3310, 1.1900], [-3.6480, -0.5848, 2.8135], [-3.6767, -2.3619, 2.6659], [-5.8526, -1.0004, 1.8490], [-5.2090, -2.2654, 0.7707], [-0.2630, 4.2028, -0.0871], [-0.4702, 3.2957, -1.2890], [-0.3712, 4.1572, -2.4246], [0.6773, 5.3505, -2.0934], [1.9505, 4.9957, -2.6447], [0.0370, 6.6021, -2.3624], [0.7426, 5.1356, -0.4876], [-1.1730, 4.7621, 0.1471], [0.0596, 3.6502, 0.7957], [-1.4373, 2.7938, -1.2697], [0.3258, 2.5482, -1.3612], [4.4545, -4.5223, 3.3328], [5.9283, -4.5059, 2.9573], [6.0123, -3.6382, 1.8267], [4.8816, -2.4831, 1.9599], [5.4979, -1.3152, 2.5099], [4.1126, -2.4619, 0.7523], [3.9974, -3.1850, 3.1259], [3.8859, -5.1831, 2.6721], [4.2964, -4.8227, 4.3691], [6.3059, -5.4978, 2.7098], [6.5352, -4.0758, 3.7593], [-0.3392, 1.0473, -4.4396], [1.0401, 1.4108, -4.9654], [1.9030, 0.3794, -4.4817], [1.0719, -1.0097, -4.3960], [1.3426, -1.7706, -5.5785], [1.2235, -1.5462, -3.0763], [-0.4145, -0.3767, -4.5310], [-0.4477, 1.3272, -3.3880], [-1.1373, 1.5091, -5.0213], [1.3744, 2.3880, -4.6164], [1.0650, 1.3874, -6.0585], [0.3843, -4.8389, -8.6967], [1.4665, -3.7740, -8.6141], [1.5605, -3.2379, -9.9344], [0.0966, -3.2907, -10.6323], [-0.5162, -2.0038, -10.4901], [0.2201, -3.9561, -11.8926], [-0.6049, -4.3040, -9.5766], [0.7708, -5.7614, -9.1390], [-0.0520, -5.0598, -7.7222], [2.4261, -4.1800, -8.2946], [1.1726, -2.9639, -7.9406], [-0.5829, 9.4010, -4.2551], [0.8884, 9.3977, -4.6379], [0.9752, 10.2518, -5.7790], [-0.1436, 11.4207, -5.6525], [0.4863, 12.5908, -5.1187], [-0.9182, 11.4370, -6.8555], [-1.0280, 10.7404, -4.4748], [-1.1616, 8.7389, -4.9052], [-0.7386, 9.1138, -3.2151], [1.2541, 8.3991, -4.8755], [1.5039, 9.8304, -3.8438]], "forces_ev_per_angstrom": [[0.3, 0.3, -0.9], [-0.1, 0.4, 0.5], [0.5, -0.3, -0.3], [0.9, 0.6, 1.0], [-0.7, 0.7, -0.5], [1.8, 0.3, 0.5], [-6.1, -0.1, -1.1], [1.6, 5.3, 1.6], [0.0, -1.5, -0.4], [2.1, -4.1, -0.4], [2.2, -2.1, 0.1], [1.0, 0.1, -1.1], [0.0, 1.0, 1.3], [-1.4, 0.1, -0.9], [1.1, -0.2, 1.4], [-1.6, -0.6, 0.6], [-1.6, -1.0, -0.2], [0.1, 0.6, -1.5], [-0.8, -1.7, 0.0], [0.3, 0.3, 1.6], [-0.6, 0.1, -1.7], [0.1, -1.9, -0.1], [-1.4, 1.0, -0.2], [-0.5, 1.8, 0.3], [1.5, 1.2, 0.5], [0.9, -0.3, 0.1], [-0.5, 0.0, -0.6], [0.6, -0.7, -0.5], [-0.6, 0.1, 1.4], [0.9, -0.3, -1.2], [-1.3, -0.2, 0.2], [0.7, 0.0, -0.2], [0.1, 0.9, 0.2], [0.0, 0.0, 0.0], [0.1, 0.2, 0.2], [-0.1, 0.2, 0.2], [-0.2, 0.0, 0.0], [-0.2, 0.3, 0.4], [0.0, -0.6, 0.0], [0.8, 0.3, 0.2], [-0.1, -0.2, -0.3], [0.2, 0.8, 0.9], [-0.4, -0.8, -0.3], [-0.4, 0.1, -0.6], [0.0, 0.0, 0.0], [0.2, 0.0, -0.2], [0.1, 0.2, -0.2], [0.0, 0.0, 0.1], [-0.6, -0.1, 0.1], [0.3, -0.5, 0.4], [0.2, 0.8, 0.2], [0.1, -0.2, 0.2], [-0.9, 0.5, 0.3], [0.5, -0.8, -0.1], [0.1, -0.1, -0.9], [0.0, -0.1, 0.0], [0.2, 0.2, -0.1], [0.0, 0.2, -0.2], [0.0, 0.0, 0.1], [0.0, -0.5, -0.2], [0.1, 0.0, 0.6], [-0.9, 0.3, -0.2], [0.4, 0.2, 0.4], [-0.7, -0.7, -0.6], [0.7, 0.1, 0.7], [0.6, 0.3, -0.3], [0.1, 0.0, 0.0], [0.0, 0.3, -0.1], [0.0, 0.2, -0.2], [-0.1, -0.1, 0.0], [0.1, 0.6, 0.3], [-0.4, 0.3, -0.6], [-0.5, -0.8, 0.6], [-0.1, 0.6, -0.4], [-0.2, 0.1, 1.0], [0.1, 0.1, -0.9], [0.8, -0.4, -0.2], [0.0, 0.0, -0.1], [0.0, -0.3, 0.0], [0.2, -0.2, 0.1], [-0.1, 0.1, 0.1], [0.5, -0.4, 0.0], [-0.3, 0.2, 0.6], [-0.6, -0.4, -0.5], [0.1, 0.1, 0.0], [0.3, -1.0, -0.3], [-0.1, 0.7, 0.8], [0.3, 0.7, -0.3], [0.0, 0.0, 0.1], [-0.2, 0.1, -0.2], [0.0, 0.1, -0.3], [0.0, -0.1, 0.1], [0.0, -0.6, -0.1], [0.1, 0.0, 0.6], [-0.8, 0.3, -0.2], [0.1, 0.0, 0.0], [-0.6, -0.7, -0.5], [0.7, 0.2, 0.8], [0.7, 0.4, -0.4], [0.1, 0.0, 0.1], [0.0, 0.2, -0.1], [0.0, 0.2, -0.2], [0.0, -0.1, 0.0]], "homo_ev": -11.87, "charge": 1, "relative_energy_ev": 4.3217, "largest_force_ha_per_bohr": 0.1199, "molar_mass_g_mol": 1020.1, "e_lumo_ev": -5.784}

---

Number 1: orbital gap 8.357 eV. Number 2: orbital gap 6.090 eV.